Record 1
A 2-piece molecular cluster, C4H8O2 overall, computed with wB97M-V/def2-TZVPD.

gap between HOMO and LUMO: 0.3820 hartree
SMILES: C=COCC=O.[H][H]
LUMO: 0.874 eV
HOMO energy: -9.52 eV
energy: -307.58783 hartree

```
! RIJCOSX wB97M-V def2-TZVPD def2/J DEFGRID3
* xyz 0 1
C 1.5904 0.2263 0.7899
C 1.0622 -0.9937 0.7344
O -0.1980 -1.4069 1.0887
C -1.2951 -0.6133 0.6785
C -1.1377 -0.0860 -0.7309
O -1.5943 0.9786 -1.0630
H 1.0705 1.1030 1.1652
H 2.6061 0.3680 0.4258
H 0.6400 2.0495 -2.0083
H 1.6286 -1.8258 0.3216
H -1.5256 0.2404 1.3289
H -2.1630 -1.2853 0.6685
H -0.5859 -0.7490 -1.4319
H -0.0984 1.9943 -1.9673
*
```

=====

Record 2
A single C3H3BrS molecule at a distorted geometry, computed with wB97M-V/def2-TZVPD.

gap between HOMO and LUMO: 0.3174 hartree
SMILES: BrCC1=CS1
LUMO: 0.394 eV
HOMO energy: -8.24 eV
energy: -3088.20014 hartree

```
! RIJCOSX wB97M-V def2-TZVPD def2/J DEFGRID3
* xyz 0 1
C 0.8989 1.2666 -0.0180
C 0.3913 0.1304 -0.1200
C -0.7345 -0.7681 -0.0243
S 2.3435 -0.0072 0.0187
Br -2.4699 0.0424 -0.0143
H 1.0108 2.2613 -0.0187
H -0.7415 -1.2347 0.9476
H -0.6987 -1.6907 -0.7710
*
```

=====

Record 3
A single C20H25NO3S molecule, computed with wB97M-V/def2-TZVPD.

gap between HOMO and LUMO: 0.3510 hartree
SMILES: CCc1ccc(CNC(=O)CCS(=O)(=O)Cc2ccc(C)cc2)cc1
LUMO: 0.726 eV
HOMO energy: -8.83 eV
energy: -1455.80716 hartree

```
! RIJCOSX wB97M-V def2-TZVPD def2/J DEFGRID3
* xyz 0 1
C 5.0247 -4.0817 2.0891
H 4.5900 -5.0788 2.0776
H 5.9803 -4.1249 2.6068
H 5.1994 -3.7733 1.0609
C 4.0814 -3.0982 2.7849
C 2.7643 -3.0366 2.0659
C 1.7234 -3.8895 2.4125
C 0.5274 -3.8609 1.7221
C 0.3393 -2.9776 0.6649
C 1.3760 -2.1258 0.3116
C 2.5728 -2.1609 1.0066
H 3.3697 -1.4914 0.7163
H 1.2642 -1.4335 -0.5091
C -0.9940 -2.9644 -0.0411
N -0.9952 -2.2745 -1.3108
C -1.7356 -1.1758 -1.5289
O -2.4685 -0.6898 -0.6856
C -1.6278 -0.5848 -2.9298
C -1.3682 0.9049 -2.8319
H -2.1025 1.4058 -2.2069
H -1.3068 1.3874 -3.8029
S 0.2594 1.1692 -2.0334
O 1.0126 -0.0597 -2.1513
O 0.8565 2.3435 -2.6086
C -0.0528 1.4775 -0.2528
C -0.9223 2.6737 -0.1282
C -2.2862 2.5352 0.1079
C -3.1010 3.6511 0.1721
C -2.5797 4.9264 -0.0044
C -1.2168 5.0574 -0.2473
C -0.3958 3.9479 -0.3082
H 0.6575 4.0624 -0.5115
H -0.7958 6.0419 -0.3911
C -3.4568 6.1377 0.0867
H -4.4962 5.8816 -0.1035
H -3.3916 6.5692 1.0861
H -3.1426 6.8972 -0.6258
H -4.1580 3.5281 0.3602
H -2.7061 1.5487 0.2424
H 0.9375 1.6199 0.1734
H -0.5131 0.5766 0.1398
H -2.5766 -0.7619 -3.4434
H -0.8222 -1.0603 -3.4881
H -0.3001 -2.5496 -1.9865
H -1.3324 -3.9968 -0.1956
H -1.7370 -2.4555 0.5839
H -0.2734 -4.5293 2.0063
H 1.8514 -4.5819 3.2326
H 3.9260 -3.4175 3.8175
H 4.5416 -2.1082 2.7984
*
```

=====

Record 4
A 2-piece molecular cluster, C26H26O5S overall at a distorted geometry, computed with wB97M-V/def2-TZVPD.

gap between HOMO and LUMO: 0.1049 hartree
LUMO: -2.787 eV
HOMO energy: -5.64 eV
energy: -1780.56170 hartree

```
! RIJCOSX wB97M-V def2-TZVPD def2/J DEFGRID3
* xyz 0 1
C -2.8739 -5.8340 2.4973
O -1.9059 -4.9297 2.9754
C -1.4406 -4.0288 2.0242
C -0.3719 -3.1848 2.3727
C 0.1804 -2.3236 1.4657
C -0.2939 -2.2575 0.1348
C 0.3404 -1.4002 -0.7967
C 0.2158 -1.3706 -2.2076
C 0.7626 -0.2694 -2.9118
C 0.6329 -0.1891 -4.2699
C -0.0408 -1.1897 -5.0044
O -0.1188 -0.9002 -6.3597
C 0.5239 0.3623 -6.5784
C 1.0755 0.8628 -5.2297
C -0.5365 -2.3104 -4.3311
C -0.3951 -2.4029 -2.9710
C -1.4294 -3.0384 -0.1758
C -1.9758 -3.9012 0.7319
H -3.0846 -6.5590 3.2828
H -3.7928 -5.2989 2.2548
H -2.4958 -6.3659 1.6222
H 0.0098 -3.2398 3.3773
H 0.9963 -1.6848 1.7571
H 1.0061 -0.6680 -0.3717
H 1.2647 0.5179 -2.3796
H 1.3124 0.2188 -7.3294
H -0.2186 1.0510 -7.0011
H 0.6678 1.8394 -4.9430
H 2.1690 0.9449 -5.2339
H -1.0193 -3.0860 -4.8985
H -0.6923 -3.3137 -2.4848
H -1.9202 -2.8994 -1.1201
H -2.8430 -4.4772 0.4644
C -2.5939 0.7518 4.9871
C -1.8907 0.6826 3.6423
O -1.5487 1.9580 3.1451
C -0.7130 1.8461 2.0517
C -0.5137 3.0156 1.2820
S 0.4576 2.9550 -0.2046
C 1.9712 3.7276 0.4722
C 3.0488 2.9423 0.8285
C 4.1833 3.5355 1.3399
C 4.2369 4.9066 1.5034
C 3.1602 5.6893 1.1401
C 2.0287 5.0949 0.6257
O -0.0928 4.2261 -0.8042
O -0.1672 0.7921 1.7281
H -3.1472 -0.1638 5.2117
H -1.8828 0.9218 5.7973
H -3.3009 1.5827 5.0008
H -0.9700 0.0836 3.6896
H -2.5375 0.2242 2.8822
H -0.9938 3.9279 1.5776
H 2.9947 1.8756 0.6906
H 5.0362 2.9314 1.5994
H 5.1276 5.3677 1.8980
H 3.2118 6.7614 1.2425
H 1.1868 5.6901 0.3102
*
```

=====

Record 5
C20H44Cl26N2O5PS2 as an isolated structure at a distorted geometry, computed with wB97M-V/def2-TZVPD.

gap between HOMO and LUMO: 0.2729 hartree
LUMO: 1.669 eV
HOMO energy: -5.76 eV
energy: -14376.93128 hartree

```
! RIJCOSX wB97M-V def2-TZVPD def2/J DEFGRID3
* xyz -1 1
C -3.3641 -1.6692 0.9775
C -3.7496 -2.4374 -0.3086
C -3.5312 -1.7025 -1.6312
C -2.3388 -2.2715 -2.4199
C -1.8373 -1.3449 -3.5369
C -0.4103 -0.8059 -3.3325
C -0.4037 0.6189 -2.7452
S 0.3410 0.8268 -1.1318
O 0.7252 2.2281 -1.1103
O -0.6399 0.4907 -0.1285
N 1.7137 0.0035 -1.0670
S 1.7336 -1.5269 -0.5761
O 2.6868 -2.2517 -1.4053
O 0.4661 -2.2192 -0.4226
P 2.8610 -1.4616 1.2961
N 3.3707 -3.1043 1.4120
O 1.7844 -1.3382 2.5194
H -2.6691 -2.2426 1.5867
H -2.9517 -0.6859 0.7747
H -4.2678 -1.5626 1.5769
H -4.8053 -2.6934 -0.2216
H -3.2100 -3.3846 -0.3184
H -3.3997 -0.6296 -1.4961
H -4.4056 -1.8882 -2.2582
H -2.7014 -3.1884 -2.8873
H -1.5371 -2.5675 -1.7498
H -1.8289 -1.9160 -4.4702
H -2.5542 -0.5394 -3.7004
H 0.1959 -1.4955 -2.7629
H 0.0459 -0.7345 -4.3205
H 0.2063 1.2641 -3.3755
H -1.3904 1.0702 -2.7114
H 2.6671 -3.6137 1.9458
H 3.3484 -3.5189 0.4787
H 1.3043 -2.1715 2.6603
C 4.7218 -6.6233 2.5888
Cl 4.9223 -8.3293 3.0238
Cl 3.0608 -6.2448 2.1385
H 4.9898 -6.0144 3.4440
H 5.3655 -6.4009 1.7472
C -7.5037 -2.9926 2.5057
Cl -5.9636 -2.7276 3.3216
Cl -7.5835 -2.1581 0.9446
H -7.6253 -4.0549 2.3352
H -8.2994 -2.6160 3.1366
C -7.1660 -7.1817 3.9843
Cl -6.2371 -6.6031 2.5999
Cl -8.4988 -6.0921 4.3982
H -7.5807 -8.1520 3.7415
H -6.5037 -7.2523 4.8380
C 2.3668 4.4871 -2.7634
Cl 3.1946 6.0150 -2.4024
Cl 2.5424 4.0406 -4.4664
H 2.7941 3.7044 -2.1516
H 1.3148 4.5965 -2.5372
C -3.0132 -4.5984 -5.6198
Cl -4.6047 -4.6203 -4.8384
Cl -1.7129 -4.9352 -4.4773
H -2.9997 -5.3534 -6.3946
H -2.8542 -3.6149 -6.0447
C -1.7581 1.6627 3.2869
Cl -2.9300 0.3893 3.6587
Cl -2.5033 3.2713 3.3428
H -0.9677 1.6266 4.0259
H -1.3629 1.4951 2.2925
C 4.7359 8.6206 -0.4068
Cl 6.2150 8.8151 0.5508
Cl 4.8946 9.3367 -2.0134
H 4.5339 7.5618 -0.5138
H 3.9238 9.1125 0.1132
C 7.7616 12.0026 1.4266
Cl 8.5665 12.6631 0.0005
Cl 8.8298 11.9939 2.8408
H 6.8988 12.6166 1.6524
H 7.4599 10.9846 1.2143
C 3.1220 -5.1551 6.3834
Cl 4.6054 -4.8646 7.3021
Cl 3.1427 -4.3442 4.8153
H 3.0250 -6.2214 6.2170
H 2.2821 -4.7811 6.9554
C 4.4993 1.8828 -1.5692
Cl 5.0840 3.5547 -1.7036
Cl 5.5012 0.9001 -0.4997
H 3.4907 1.8930 -1.1683
H 4.5066 1.4351 -2.5548
C -10.4221 -0.6129 -0.7658
Cl -11.7115 0.4017 -0.1000
Cl -9.8311 -0.0008 -2.3140
H -9.5990 -0.6316 -0.0631
H -10.8144 -1.6107 -0.9172
C -0.3292 -5.1398 -8.8934
Cl -0.1939 -4.2346 -7.3830
Cl -1.9665 -5.7448 -9.1907
H -0.0580 -4.4863 -9.7132
H 0.3433 -5.9870 -8.8446
C 8.5258 12.7773 6.7264
Cl 6.8781 12.9090 7.3523
Cl 9.6840 12.3589 7.9956
H 8.5470 12.0036 5.9691
H 8.8102 13.7312 6.3006
*
```

=====

Record 6
C8H10NSSn as an isolated structure at a distorted geometry, computed with wB97M-V/def2-TZVPD.

gap between HOMO and LUMO: 0.2022 hartree
LUMO: -6.471 eV
HOMO energy: -11.97 eV
energy: -977.72397 hartree

```
! RIJCOSX wB97M-V def2-TZVPD def2/J DEFGRID3
* xyz 1 1
C -2.8582 1.0164 0.2409
C -1.6877 0.0264 0.1616
C -1.8431 -1.3259 -0.1477
C -0.7203 -2.1452 -0.2368
C 0.5717 -1.6565 -0.0271
C 0.6906 -0.3090 0.3162
C 2.0805 0.2830 0.5581
N 2.7540 0.6664 -0.6679
S 2.2478 2.1614 -1.2603
C -0.4098 0.5382 0.4153
H -3.3738 0.9475 -0.7283
H -2.4500 2.0309 0.3127
H -3.5168 0.7751 1.0797
H -2.8472 -1.6996 -0.3395
H -0.7935 -3.2008 -0.5014
H 1.4274 -2.3221 -0.1373
H 2.7608 -0.4280 0.9683
H 2.0046 1.1368 1.2610
H 1.5888 1.8936 -2.4210
H -0.2403 1.5787 0.6871
Sn 4.6148 0.0328 0.4663
*
```

=====

Record 7
A 2-piece molecular cluster, C2H6Br2Si overall at a distorted geometry, computed with wB97M-V/def2-TZVPD.

gap between HOMO and LUMO (alpha / beta): 0.3055 / 0.2891 hartree
LUMO (alpha / beta): 0.037 / -0.324 eV
HOMO energy (alpha / beta): -8.28 / -8.19 eV
energy: -5517.14007 hartree

```
! RIJCOSX wB97M-V def2-TZVPD def2/J DEFGRID3
* xyz 0 1
C -2.2154 1.8770 0.2751
C 0.4656 1.2974 1.0056
Si 0.6908 -0.5145 0.7974
Br -3.1092 0.3539 0.0106
Br 1.3005 2.4994 -0.1804
H -2.3627 2.4234 1.1396
H -1.8757 2.4715 -0.5362
H -0.1424 1.7184 1.8918
H 1.5048 -1.0521 1.7773
H 0.5955 -0.6370 -0.6018
H -0.6505 -0.8465 1.4383
*
```

=====

Record 8
C22H35HfNO3P2S as an isolated structure at a distorted geometry, computed with wB97M-V/def2-TZVPD.

gap between HOMO and LUMO: 0.2525 hartree
LUMO: -6.912 eV
HOMO energy: -13.78 eV
energy: -2267.83851 hartree

```
! RIJCOSX wB97M-V def2-TZVPD def2/J DEFGRID3
* xyz 2 1
P -3.9320 1.2191 -1.0163
P 2.4144 -3.4003 -1.1860
C -2.2895 0.2626 -1.6783
C 0.7050 -3.5035 -0.9966
H -2.3141 0.6895 -2.7157
H -2.7842 -0.7233 -1.5385
H 0.4960 -3.8719 0.0338
H 0.1503 -4.1687 -1.6700
C 3.0847 -2.6301 -2.7350
H 4.1668 -2.4293 -2.6095
H 2.6876 -1.6114 -2.9458
H 2.9574 -3.2375 -3.6567
C 3.6251 -4.4522 -0.4183
H 4.0471 -5.1711 -1.0896
H 3.1543 -5.0451 0.3641
H 4.4330 -3.8674 0.0359
C -4.7762 1.6839 -2.6078
H -5.3779 2.5803 -2.3675
H -5.4236 0.8633 -2.9529
H -4.0139 1.9418 -3.3588
C -4.9223 -0.2269 -0.5069
H -4.4583 -1.1840 -0.7378
H -5.9148 -0.1937 -0.9557
H -5.0453 -0.1594 0.5772
Hf -0.8744 -1.4304 -2.2538
C -0.4872 -2.7079 -3.7761
C -0.2975 -1.2336 -4.2620
C -0.9434 -0.8792 -5.5452
C -2.4672 -1.2593 -5.4575
C -2.9309 -1.1881 -3.9850
C -3.2990 -2.2240 -3.2035
C -2.8698 -3.6589 -3.3897
C -1.5088 -3.7847 -4.0296
C -1.3163 0.5804 -0.2427
H 0.5123 -3.1187 -3.5262
H 0.6788 -0.7870 -4.1662
H -0.4689 -1.2815 -6.4364
H -0.8227 0.1822 -5.7171
H -3.0502 -0.5965 -6.1435
H -2.5983 -2.2952 -5.8793
H -3.2641 -0.1647 -3.6806
H -4.2844 -2.1658 -2.6780
H -3.6311 -4.2521 -3.9259
H -2.8721 -4.1273 -2.4097
H -1.0283 -4.6717 -3.5891
H -1.5870 -4.0350 -5.0688
H -0.3639 0.2083 0.2714
H -2.0565 0.4612 0.5621
H -1.1167 1.6474 -0.4293
O 1.0480 -0.6679 -1.5004
C 1.9721 -0.7529 -0.6066
N 2.6255 -1.8919 -0.1519
S 2.1253 -2.0518 1.5767
O 0.7191 -2.2429 1.7147
O 2.9452 -2.8376 2.3930
C 2.4180 -0.3083 1.6431
C 2.4959 0.3901 2.8069
C 2.7737 1.7550 2.7312
C 2.9707 2.3538 1.4476
C 2.6131 1.6703 0.2832
C 2.4129 0.2754 0.3627
H 2.2572 -0.1460 3.7316
H 2.9668 2.2813 3.6436
H 3.2777 3.4011 1.4550
H 2.6948 2.1273 -0.6969
*
```